The following is a DFT calculation (wB97M-V/def2-TZVPD) of 3 unconnected molecules or ions with the total composition C16H32N3O4 at a distorted geometry.

Summary:
**DFT total energy**: -1093.716059 Ha

```
! RIJCOSX wB97M-V def2-TZVPD def2/J DEFGRID3
* xyz 1 1
C 4.883 0.441 1.444
C 4.168 1.383 0.340
O 4.965 2.102 -0.324
O 2.770 1.365 0.100
C 2.202 2.697 0.061
C 0.727 2.731 -0.603
C -0.383 1.961 0.280
C -1.664 2.901 0.486
N -2.416 2.617 1.773
C -3.548 1.868 1.840
N -4.894 2.344 1.665
C -5.707 1.231 1.042
C -4.804 0.284 0.082
C -3.533 -0.320 0.864
N -3.402 0.434 2.170
H 4.190 -0.377 1.834
H 5.794 -0.061 0.945
H 5.323 1.064 2.306
H 2.182 3.162 1.118
H 2.831 3.420 -0.584
H 0.738 2.362 -1.696
H 0.408 3.832 -0.659
H -0.713 1.053 -0.354
H 0.023 1.524 1.256
H -2.436 2.711 -0.351
H -1.376 4.013 0.543
H -2.020 3.039 2.628
H -4.959 3.140 1.013
H -6.131 0.580 1.877
H -6.560 1.667 0.406
H -5.448 -0.596 -0.271
H -4.463 0.952 -0.785
H -3.636 -1.434 1.093
H -2.554 -0.217 0.263
H -2.420 0.346 2.504
C 3.755 -1.186 -1.704
C 3.319 -2.215 -2.712
O 2.516 -1.942 -3.586
C 3.913 -3.594 -2.599
H 3.247 -0.241 -1.907
H 3.489 -1.516 -0.697
H 4.833 -1.026 -1.777
H 3.655 -4.031 -1.631
H 4.998 -3.541 -2.712
H 3.508 -4.229 -3.389
C 0.268 -2.057 -0.254
C -0.938 -2.817 0.230
O -1.737 -2.314 1.005
C -1.121 -4.221 -0.278
H 0.272 -1.060 0.193
H 1.180 -2.578 0.044
H 0.231 -1.953 -1.341
H -0.271 -4.838 0.020
H -1.220 -4.213 -1.365
H -2.030 -4.647 0.153
*
```